Record 1
{"formula": "C31H47ClN4O9PSeY", "method": "wB97M-V/def2-TZVPD", "elements": ["Y", "O", "C", "O", "C", "C", "C", "C", "C", "O", "C", "C", "O", "O", "H", "H", "H", "H", "H", "H", "H", "H", "N", "N", "C", "O", "O", "H", "H", "H", "O", "C", "O", "C", "N", "C", "C", "C", "H", "H", "H", "H", "H", "H", "H", "H", "H", "Se", "C", "N", "Cl", "C", "C", "C", "C", "C", "C", "C", "H", "H", "H", "H", "H", "H", "C", "C", "C", "P", "C", "C", "C", "C", "C", "C", "H", "H", "H", "H", "H", "H", "H", "H", "H", "H", "H", "H", "H", "H", "H", "H", "H", "H", "H", "H", "H"], "coordinates": [[-0.176, -0.618, 0.190], [1.538, 1.882, 3.341], [1.116, 0.824, 2.871], [1.158, 0.564, 1.579], [0.527, -0.274, 3.761], [0.870, -1.673, 3.348], [0.637, -2.750, 4.431], [-0.881, -2.820, 4.458], [-1.284, -1.809, 3.340], [-0.169, -1.921, 2.404], [-1.064, -0.326, 3.759], [-1.879, 0.519, 2.852], [-2.601, 1.394, 3.292], [-1.773, 0.185, 1.567], [0.777, -0.067, 4.788], [1.887, -1.719, 2.852], [0.940, -3.738, 3.978], [1.108, -2.493, 5.375], [-1.250, -3.840, 4.381], [-1.281, -2.469, 5.392], [-2.204, -1.984, 2.791], [-1.469, -0.154, 4.805], [-0.414, -1.973, -2.660], [-0.656, -0.785, -3.391], [-0.749, 0.470, -2.793], [-0.974, 1.441, -3.529], [-0.574, 0.524, -1.536], [0.451, -2.370, -2.878], [-1.213, -2.656, -2.590], [-1.128, -0.922, -4.258], [-4.440, -2.941, 0.059], [-3.477, -2.029, -0.252], [-2.313, -2.186, 0.002], [-4.025, -0.922, -1.129], [-5.519, -0.843, -0.980], [-6.113, -0.925, -2.339], [-4.935, -0.584, -3.298], [-3.745, -1.162, -2.588], [-3.527, 0.000, -0.811], [-5.780, -0.025, -0.421], [-5.259, -2.489, -0.181], [-6.992, -0.277, -2.382], [-6.397, -1.997, -2.585], [-4.913, 0.483, -3.425], [-4.989, -1.039, -4.283], [-2.844, -0.646, -2.842], [-3.725, -2.204, -2.920], [-3.155, -5.620, -6.356], [-4.151, -4.221, -5.665], [-4.691, -3.241, -5.292], [0.195, -4.768, 0.455], [1.688, -4.284, 1.206], [2.312, -5.166, 2.135], [3.483, -4.833, 2.722], [4.150, -3.618, 2.355], [3.463, -2.761, 1.479], [2.245, -3.046, 0.849], [1.632, -2.109, -0.101], [1.883, -6.135, 2.376], [3.875, -5.526, 3.443], [5.120, -3.376, 2.815], [3.925, -1.787, 1.292], [1.349, -2.633, -0.980], [2.379, -1.330, -0.360], [1.949, 3.666, -3.643], [2.572, 3.909, -2.206], [2.511, 5.433, -1.875], [1.818, 2.683, -0.982], [0.399, 3.485, -0.096], [-0.721, 3.876, -1.086], [0.686, 4.534, 1.010], [3.145, 2.542, 0.298], [3.911, 3.718, 0.943], [4.106, 1.484, -0.256], [2.564, 4.199, -4.404], [0.918, 3.942, -3.733], [1.901, 2.612, -3.902], [3.608, 3.651, -2.231], [1.503, 5.767, -1.672], [2.927, 6.048, -2.705], [3.088, 5.700, -1.012], [0.080, 2.604, 0.452], [-0.537, 4.875, -1.472], [-1.647, 3.880, -0.552], [-0.877, 3.327, -2.000], [1.151, 5.432, 0.700], [1.231, 3.986, 1.811], [-0.292, 4.804, 1.461], [2.610, 2.049, 1.093], [4.427, 4.268, 0.120], [4.668, 3.332, 1.660], [3.253, 4.429, 1.488], [4.690, 1.779, -1.174], [3.584, 0.528, -0.527], [4.794, 1.254, 0.574]], "forces_ev_per_a": [[-0.924, -0.220, 1.542], [-0.363, -0.819, 0.146], [0.453, 0.584, -1.413], [-0.468, -0.354, 1.093], [-1.194, 1.090, 0.744], [1.902, -0.237, -0.888], [0.175, -0.654, -1.597], [-0.843, 0.952, 0.187], [0.840, -0.208, -0.333], [-0.415, -1.206, -0.288], [-0.266, -1.360, 2.351], [0.137, 0.364, -2.610], [-0.205, 0.084, 0.054], [-0.231, 0.645, 1.277], [0.538, 0.224, 0.330], [-1.434, -0.105, 0.604], [0.464, 1.127, 0.820], [0.146, -0.278, 0.045], [-0.122, 0.015, -0.623], [-0.245, 0.340, 0.576], [-0.002, -0.114, 0.144], [0.595, -0.085, -1.112], [-2.599, 1.030, 1.262], [0.477, -1.421, 0.279], [-0.149, 1.027, -1.267], [-0.063, -0.771, 0.330], [-0.183, 0.048, 0.263], [1.164, -0.794, -0.611], [1.243, 1.173, -0.412], [-0.033, 0.319, -0.570], [2.100, 0.186, 0.570], [-1.593, -0.933, -0.794], [0.664, -0.033, 0.346], [-0.623, 0.478, 1.326], [0.653, -0.047, 0.127], [0.598, -1.104, -0.513], [-1.315, 0.186, -0.076], [-0.238, -0.097, -0.429], [-0.168, 0.023, 0.028], [0.062, -0.412, -0.662], [-0.811, 0.501, -0.291], [0.134, -0.125, -0.266], [0.005, 1.162, 0.552], [0.392, 0.697, 0.062], [-0.419, -0.080, -0.026], [0.419, -0.056, -0.334], [0.346, -0.156, 0.450], [-0.491, 0.394, 0.324], [-0.147, 1.255, 0.091], [0.636, -1.634, -0.362], [-0.030, -0.079, 0.045], [0.638, -0.590, 0.547], [-1.606, 0.454, -1.372], [1.749, 1.292, -0.067], [-1.581, -0.652, 0.232], [1.914, 0.083, 0.933], [-0.378, -0.357, -0.224], [1.516, -0.182, 0.924], [-0.307, 0.246, -0.158], [0.475, -0.069, 0.193], [-0.599, 0.102, -0.372], [-0.150, -0.253, -0.218], [-0.355, -0.485, -0.873], [-0.218, -0.283, -0.081], [1.375, 0.012, 0.521], [-1.797, 0.947, -0.635], [0.199, -0.408, -0.787], [0.364, 0.625, -0.276], [0.330, 0.164, -0.547], [0.689, 0.770, 0.187], [-1.362, -1.945, 0.724], [0.145, -0.013, -0.026], [0.002, 0.355, -0.751], [0.471, -0.716, -0.153], [-0.478, -0.243, 0.359], [-0.573, 0.666, 0.209], [0.414, -0.257, 0.075], [0.853, -0.430, -0.166], [-0.374, 0.044, -0.142], [-0.329, -0.417, 0.237], [0.393, -0.070, 0.646], [-0.377, -0.195, 0.169], [-0.002, 0.512, 0.238], [-0.780, 0.143, 0.346], [0.341, -1.027, -0.009], [0.746, 0.828, -0.425], [-0.144, 0.720, -0.464], [0.362, -0.022, -0.175], [-0.222, -0.203, 0.330], [-0.047, -0.126, 0.716], [-0.370, 0.196, -0.436], [0.442, -0.541, -0.442], [-0.455, -0.004, 0.906], [0.302, 0.925, 0.293], [0.212, -0.116, -0.475]], "charge": -2, "lumo_ha": 0.149, "e_above_lowest_kcal_mol": 38.58, "homo_ev": -2.61, "e_tot_ev": -145505.7257}

***

Record 2
{"formula": "C67H75BrCl2F2N10O7", "method": "wB97M-V/def2-TZVPD", "elements": ["C", "C", "O", "O", "C", "C", "O", "C", "Br", "C", "C", "C", "C", "O", "C", "O", "C", "O", "C", "F", "C", "C", "O", "F", "C", "Cl", "C", "C", "Cl", "H", "H", "H", "H", "H", "H", "H", "H", "H", "H", "H", "H", "H", "H", "H", "H", "H", "H", "H", "H", "H", "H", "H", "H", "H", "C", "C", "C", "N", "C", "C", "H", "H", "H", "H", "H", "C", "C", "C", "N", "C", "C", "H", "H", "H", "H", "H", "C", "C", "C", "N", "C", "C", "H", "H", "H", "H", "H", "C", "C", "C", "N", "C", "C", "H", "H", "H", "H", "H", "C", "C", "C", "N", "C", "C", "H", "H", "H", "H", "H", "C", "C", "C", "N", "C", "C", "H", "H", "H", "H", "H", "C", "C", "C", "N", "C", "C", "H", "H", "H", "H", "H", "C", "C", "C", "N", "C", "C", "H", "H", "H", "H", "H", "C", "C", "C", "N", "C", "C", "H", "H", "H", "H", "H", "C", "C", "C", "N", "C", "C", "H", "H", "H", "H", "H"], "coordinates": [[-4.387, 6.416, -4.252], [-3.563, 6.091, -5.462], [-3.198, 6.867, -6.289], [-3.280, 4.744, -5.566], [-1.885, 4.464, -5.683], [-1.760, 2.950, -5.622], [-0.419, 2.482, -5.452], [0.378, 2.887, -4.380], [-0.651, 2.985, -2.687], [1.429, 1.800, -4.201], [0.888, 0.363, -4.170], [1.490, -0.486, -3.046], [0.836, -0.243, -1.695], [0.937, -1.450, -0.914], [0.149, -1.433, 0.188], [0.539, -1.155, 1.276], [1.080, 4.248, -4.678], [0.805, 5.291, -3.763], [1.836, 5.624, -2.924], [2.782, 6.372, -3.606], [1.291, 6.451, -1.782], [0.859, 5.554, -0.651], [1.451, 4.620, -0.242], [-0.301, 5.951, -0.085], [-2.270, 2.167, -6.854], [-2.683, 3.182, -8.258], [-3.416, 1.235, -6.470], [-4.708, 1.919, -6.066], [-3.750, 0.108, -7.828], [-4.100, 5.778, -3.417], [-5.428, 6.178, -4.489], [-4.293, 7.474, -4.014], [-1.478, 4.883, -6.606], [-1.369, 4.912, -4.831], [-2.360, 2.639, -4.760], [1.992, 2.019, -3.289], [2.117, 1.912, -5.047], [-0.201, 0.377, -4.065], [1.087, -0.125, -5.125], [1.367, -1.542, -3.294], [2.560, -0.269, -2.974], [1.328, 0.564, -1.142], [-0.218, 0.038, -1.812], [-0.899, -1.726, 0.006], [0.777, 4.583, -5.668], [2.158, 4.062, -4.706], [2.368, 4.742, -2.555], [2.090, 7.089, -1.397], [0.471, 7.087, -2.113], [-1.435, 1.548, -7.178], [-3.046, 0.603, -5.659], [-5.450, 1.161, -5.814], [-4.557, 2.546, -5.186], [-5.097, 2.521, -6.887], [0.954, -5.325, 3.804], [0.213, -6.449, 3.479], [-0.926, -6.281, 2.706], [-1.358, -5.100, 2.266], [-0.637, -4.030, 2.598], [0.522, -4.086, 3.357], [1.848, -5.413, 4.408], [0.515, -7.428, 3.826], [-1.537, -7.136, 2.434], [-1.011, -3.076, 2.243], [1.061, -3.178, 3.590], [-2.915, -2.064, 4.389], [-4.174, -1.837, 4.921], [-4.553, -0.529, 5.186], [-3.773, 0.525, 4.957], [-2.567, 0.292, 4.445], [-2.091, -0.977, 4.144], [-2.582, -3.069, 4.166], [-4.852, -2.655, 5.127], [-5.532, -0.314, 5.602], [-1.950, 1.166, 4.266], [-1.101, -1.101, 3.723], [4.536, -10.471, 5.591], [3.329, -11.023, 5.196], [2.316, -10.170, 4.782], [2.440, -8.846, 4.744], [3.605, -8.329, 5.128], [4.679, -9.094, 5.557], [5.351, -11.103, 5.921], [3.169, -12.093, 5.208], [1.358, -10.568, 4.468], [3.682, -7.248, 5.091], [5.603, -8.617, 5.857], [-6.961, -2.661, -11.719], [-5.933, -2.130, -10.958], [-6.007, -0.797, -10.582], [-7.017, 0.005, -10.914], [-7.997, -0.518, -11.646], [-8.018, -1.838, -12.072], [-6.939, -3.697, -12.032], [-5.087, -2.734, -10.658], [-5.222, -0.350, -9.982], [-8.807, 0.155, -11.905], [-8.843, -2.207, -12.665], [5.170, 2.037, 0.976], [6.346, 2.477, 1.564], [6.456, 3.825, 1.871], [5.501, 4.723, 1.634], [4.379, 4.280, 1.068], [4.164, 2.955, 0.722], [5.042, 0.991, 0.723], [7.148, 1.782, 1.778], [7.359, 4.209, 2.335], [3.610, 5.022, 0.890], [3.225, 2.661, 0.272], [6.242, 6.928, -2.048], [7.342, 7.513, -1.442], [8.273, 8.155, -2.245], [8.172, 8.239, -3.570], [7.110, 7.672, -4.138], [6.121, 7.010, -3.426], [5.495, 6.415, -1.454], [7.478, 7.472, -0.370], [9.146, 8.625, -1.806], [7.050, 7.753, -5.218], [5.277, 6.567, -3.937], [-6.913, 11.597, -3.737], [-6.455, 10.975, -4.887], [-5.405, 10.075, -4.779], [-4.811, 9.777, -3.625], [-5.258, 10.383, -2.528], [-6.302, 11.296, -2.530], [-7.731, 12.304, -3.780], [-6.900, 11.180, -5.851], [-5.018, 9.567, -5.656], [-4.755, 10.125, -1.602], [-6.626, 11.757, -1.606], [-2.383, -5.545, 6.910], [-2.401, -6.521, 5.927], [-2.161, -7.836, 6.297], [-1.912, -8.216, 7.548], [-1.897, -7.267, 8.485], [-2.127, -5.925, 8.217], [-2.563, -4.506, 6.661], [-2.592, -6.270, 4.893], [-2.167, -8.625, 5.552], [-1.694, -7.604, 9.496], [-2.104, -5.200, 9.020], [9.380, -2.221, 4.021], [10.046, -1.050, 3.694], [9.407, -0.137, 2.868], [8.187, -0.324, 2.369], [7.560, -1.453, 2.691], [8.109, -2.428, 3.509], [9.844, -2.958, 4.663], [11.039, -0.845, 4.069], [9.897, 0.790, 2.592], [6.567, -1.582, 2.273], [7.551, -3.325, 3.738], [-2.829, -11.405, 12.902], [-2.857, -10.226, 13.630], [-2.645, -9.031, 12.959], [-2.414, -8.953, 11.650], [-2.390, -10.093, 10.961], [-2.591, -11.339, 11.539], [-2.991, -12.359, 13.388], [-3.040, -10.228, 14.696], [-2.661, -8.089, 13.496], [-2.199, -10.001, 9.896], [-2.560, -12.231, 10.929]], "forces_ev_per_a": [[-0.137, -0.231, -0.160], [-0.199, -0.281, 0.010], [0.303, 0.338, -0.127], [0.090, 0.031, 0.527], [0.131, 0.087, -0.332], [-0.210, 0.056, -0.066], [-0.069, 0.115, 0.099], [0.045, 0.013, -0.176], [-0.086, -0.022, 0.044], [-0.025, -0.157, -0.145], [-0.090, -0.013, 0.131], [-0.040, 0.096, -0.112], [-0.026, 0.083, -0.028], [0.082, 0.085, -0.050], [-0.245, -0.002, 0.026], [0.221, -0.002, 0.325], [0.107, 0.014, 0.178], [-0.170, 0.085, -0.179], [0.177, -0.158, 0.312], [0.044, 0.140, -0.216], [-0.213, 0.134, 0.181], [-0.117, 0.333, -0.140], [-0.086, -0.257, 0.177], [0.238, -0.089, -0.109], [0.150, -0.163, 0.102], [-0.012, 0.054, -0.039], [-0.149, 0.129, -0.011], [-0.106, -0.182, 0.065], [0.111, -0.085, 0.090], [0.043, 0.095, 0.000], [0.019, 0.090, 0.051], [-0.064, -0.050, 0.019], [-0.039, -0.065, 0.025], [-0.002, -0.029, 0.026], [0.188, -0.042, 0.051], [0.020, 0.089, -0.079], [0.037, -0.033, 0.090], [0.057, 0.016, -0.009], [0.015, 0.079, 0.004], [0.034, 0.023, 0.083], [0.004, -0.253, -0.008], [-0.069, -0.001, -0.010], [0.020, -0.136, -0.027], [0.063, 0.020, -0.205], [-0.036, -0.064, -0.016], [-0.058, 0.036, -0.025], [-0.016, -0.025, -0.016], [-0.020, -0.055, 0.003], [0.042, -0.044, -0.058], [-0.051, 0.036, -0.063], [0.003, 0.030, -0.042], [0.018, 0.016, -0.030], [0.029, 0.064, -0.122], [0.062, 0.050, 0.072], [-0.027, 0.018, 0.037], [-0.012, -0.046, -0.029], [-0.012, 0.005, -0.016], [-0.012, 0.002, 0.059], [-0.032, -0.008, -0.069], [0.017, -0.004, 0.032], [-0.001, -0.007, 0.000], [0.043, 0.007, -0.017], [0.036, -0.019, -0.012], [0.039, 0.011, -0.001], [0.001, 0.009, -0.034], [-0.003, -0.025, 0.016], [0.016, 0.011, 0.006], [0.002, 0.020, -0.003], [0.003, -0.005, -0.002], [-0.017, 0.015, 0.007], [0.001, -0.022, -0.004], [-0.018, -0.005, -0.005], [-0.005, 0.005, 0.001], [0.000, -0.016, 0.001], [0.011, -0.010, -0.006], [-0.002, 0.013, -0.009], [0.002, -0.002, 0.002], [0.012, 0.003, 0.005], [-0.022, 0.023, 0.003], [0.008, 0.001, 0.000], [-0.021, -0.005, -0.006], [-0.001, -0.010, 0.001], [-0.001, 0.000, -0.001], [-0.007, 0.001, -0.004], [0.006, -0.013, 0.005], [0.016, -0.002, 0.001], [-0.004, 0.006, 0.001], [-0.001, -0.002, -0.002], [-0.003, -0.006, -0.006], [-0.011, 0.010, -0.003], [-0.002, -0.006, 0.000], [0.011, 0.016, 0.009], [0.007, -0.008, 0.002], [0.000, 0.001, 0.000], [0.002, 0.007, 0.005], [-0.047, -0.004, -0.064], [-0.007, -0.013, -0.006], [-0.003, 0.008, -0.001], [0.002, -0.017, -0.010], [-0.013, 0.034, -0.018], [0.013, 0.012, 0.001], [0.008, -0.004, -0.052], [0.063, 0.058, 0.046], [-0.023, -0.014, -0.025], [0.001, -0.002, 0.003], [-0.024, 0.018, 0.005], [0.006, -0.015, -0.004], [-0.008, -0.027, -0.001], [-0.010, 0.017, 0.015], [-0.023, -0.012, -0.008], [0.002, -0.001, 0.014], [-0.001, 0.001, -0.026], [-0.003, -0.003, 0.000], [0.022, 0.020, 0.017], [0.001, -0.042, 0.033], [0.015, -0.008, 0.016], [-0.007, -0.007, 0.002], [-0.006, -0.005, 0.012], [-0.013, -0.005, 0.002], [-0.002, 0.030, -0.023], [0.001, 0.000, 0.001], [-0.001, 0.014, 0.011], [0.036, -0.020, -0.014], [-0.007, 0.004, 0.038], [0.000, 0.001, -0.024], [-0.005, 0.009, -0.012], [0.000, -0.001, 0.000], [0.004, -0.006, -0.003], [-0.012, -0.001, -0.002], [-0.013, 0.004, 0.005], [0.006, -0.002, 0.003], [0.006, 0.000, 0.006], [-0.033, 0.059, 0.013], [0.012, -0.018, 0.010], [-0.005, 0.006, -0.003], [0.040, -0.104, 0.047], [0.007, 0.004, -0.031], [-0.004, -0.001, 0.001], [-0.007, -0.006, -0.001], [-0.006, 0.012, -0.010], [-0.049, 0.074, 0.031], [0.005, -0.007, 0.007], [-0.001, -0.003, 0.001], [-0.003, -0.012, 0.004], [-0.017, 0.006, -0.016], [0.033, -0.037, 0.022], [-0.012, 0.022, -0.015], [0.018, 0.001, 0.005], [0.000, 0.001, 0.000], [-0.001, 0.008, -0.002], [0.013, -0.006, 0.007], [-0.002, -0.011, 0.011], [-0.006, 0.002, -0.007], [0.000, -0.001, -0.005], [-0.001, -0.010, -0.005], [0.000, 0.006, -0.017], [0.020, 0.005, -0.003], [0.021, 0.050, -0.059], [-0.008, -0.004, 0.021], [0.000, 0.001, 0.000], [-0.001, 0.007, 0.000], [0.001, -0.010, 0.012], [-0.014, -0.019, -0.002], [0.002, 0.005, -0.007]], "charge": 0, "lumo_ha": 0.009, "homo_ev": -9.35, "e_tot_ev": -200449.5940, "smiles": "CC(=O)OC[C@H](O[C@@](Br)(CCCCOC=O)CO[C@@H](F)CC(=O)F)[C@H](Cl)[C@@H](C)Cl.c1ccncc1.c1ccncc1.c1ccncc1.c1ccncc1.c1ccncc1.c1ccncc1.c1ccncc1.c1ccncc1.c1ccncc1.c1ccncc1"}